Record 1
Here is a cluster of 25 separate species, C13H74Cl2F3N4O26P in total from the Open Molecules 2025 dataset. Energies are from ωB97M-V with the def2-TZVPD basis set.

As for the multiplicity: 1. The HOMO-LUMO gap is 7.901 eV. As for the net charge: 0. The value obtained for the maximum force is 0.0959 Eh/bohr.

Atoms and positions in Å:
C  -2.565  0.754  -0.652
N  -1.889  -0.557  -0.994
C  -0.612  -0.341  -1.778
C  0.497  0.616  -0.975
N  1.672  0.759  -1.928
C  1.740  2.131  -2.564
Cl  0.480  2.564  -3.903
C  2.740  3.198  -2.236
C  2.766  4.707  -2.931
Cl  4.057  2.845  -0.962
C  0.926  -0.072  0.487
C  1.529  -1.553  0.127
C  2.861  -1.988  0.979
C  4.254  -1.536  0.179
C  5.161  -0.536  1.117
N  6.595  -0.368  0.581
O  1.876  0.854  1.122
C  1.696  0.936  2.579
P  0.061  1.778  3.136
N  -0.123  1.493  4.924
O  0.112  3.525  2.821
C  2.975  1.790  3.231
F  2.572  2.715  4.316
F  3.954  0.822  3.840
F  3.722  2.586  2.230
H  -2.130  1.667  -1.287
H  -2.584  0.972  0.497
H  -3.693  0.649  -1.010
H  -1.734  -1.162  -0.156
H  -0.906  0.199  -2.796
H  -0.163  -1.385  -2.091
H  0.066  1.704  -0.798
H  2.577  0.474  -1.489
H  1.922  5.389  -2.491
H  3.795  5.214  -2.604
H  2.733  4.577  -4.098
H  -0.076  -0.235  1.069
H  0.678  -2.344  0.404
H  1.772  -1.715  -1.009
H  2.888  -3.181  0.969
H  2.854  -1.676  2.107
H  3.992  -1.091  -0.881
H  4.912  -2.502  -0.031
H  4.674  0.541  1.019
H  5.143  -0.828  2.256
H  6.484  -0.347  -0.462
H  6.868  0.630  0.824
H  1.726  -0.114  3.131
H  -0.908  0.832  5.112
H  0.798  1.035  5.194
H  0.496  3.562  1.878
O  6.128  -4.058  -0.512
H  6.046  -5.023  -0.517
H  6.972  -3.897  -0.064
O  -1.252  0.757  7.681
H  -1.624  0.388  8.496
H  -1.192  1.707  7.860
O  -6.043  1.162  -0.828
H  -6.601  1.041  -1.611
H  -6.471  1.885  -0.346
O  -8.523  0.287  -2.386
H  -9.000  -0.016  -1.599
H  -8.109  -0.518  -2.733
O  -2.897  1.811  9.582
H  -3.455  1.689  8.799
H  -3.325  2.534  10.064
O  8.092  -5.066  -2.270
H  7.535  -5.187  -3.053
H  7.665  -4.342  -1.788
O  -9.711  -1.847  -3.972
H  -10.268  -1.968  -4.755
H  -10.139  -1.123  -3.490
O  0.630  -2.620  3.105
H  0.548  -3.586  3.101
H  1.474  -2.459  3.554
O  6.337  -7.400  -0.338
H  7.197  -7.516  -0.769
H  6.236  -8.198  0.202
O  6.718  2.459  3.454
H  6.095  1.775  3.744
H  6.322  3.285  3.769
O  0.011  -3.385  -3.164
H  -0.389  -4.183  -3.539
H  0.331  -2.897  -3.938
O  -2.087  -5.783  -3.753
H  -2.622  -5.628  -2.960
H  -2.689  -6.243  -4.356
O  -1.060  5.176  -2.779
H  -1.537  4.873  -1.991
H  -0.646  4.371  -3.125
O  -11.243  -2.445  -1.625
H  -11.719  -2.748  -0.837
H  -10.828  -3.249  -1.971
O  -3.495  2.096  2.735
H  -3.784  1.627  3.533
H  -2.771  2.660  3.045
O  -10.236  0.121  -6.054
H  -9.406  0.380  -6.481
H  -10.096  0.336  -5.119
O  -9.702  -0.171  -9.244
H  -10.237  -0.017  -8.451
H  -10.305  -0.632  -9.846
O  7.894  4.874  5.109
H  7.417  4.572  5.896
H  8.308  4.070  4.762
O  7.884  -9.047  1.544
H  8.547  -9.631  1.146
H  8.105  -9.049  2.487
O  -3.004  3.047  -3.048
H  -2.083  3.252  -3.269
H  -3.519  3.629  -3.627
O  2.965  -3.727  4.843
H  2.677  -4.196  5.641
H  3.690  -3.163  5.152
O  -6.878  -2.325  -2.078
H  -6.961  -3.291  -2.082
H  -6.035  -2.164  -1.629
O  1.489  6.898  -0.476
H  0.954  7.053  0.317
H  0.886  6.437  -1.079
O  -1.070  8.453  -2.839
H  -1.153  7.488  -2.843
H  -0.227  8.614  -2.390

Record 2
Here is a structure of composition C13H8AsBaNO10S from the Open Molecules 2025 dataset. Energies are from ωB97M-V with the def2-TZVPD basis set.

As for the multiplicity: 1. The HOMO-LUMO gap is 7.844 eV. As for the net charge: -2. As for the energy above the lowest of the compared OMol25 structures with the same formula, charge and spin: 5.2 kcal/mol. The value obtained for the maximum force is 0.0125 Eh/bohr.

Atoms and positions in Å:
Ba  -0.653  -0.092  -0.504
O  -1.288  4.696  -0.340
C  -1.397  3.474  -0.494
O  -0.485  2.607  -0.603
C  -2.836  2.924  -0.518
C  -3.942  3.760  -0.444
C  -5.205  3.191  -0.489
C  -5.332  1.815  -0.615
C  -4.177  1.050  -0.694
N  -2.968  1.604  -0.635
C  -4.228  -0.475  -0.872
O  -5.345  -0.997  -0.769
O  -3.115  -1.029  -1.104
H  -3.775  4.824  -0.355
H  -6.089  3.818  -0.430
H  -6.287  1.311  -0.653
O  2.342  -2.567  -2.091
As  2.177  -0.804  -2.451
O  3.675  -0.401  -2.973
O  2.116  -0.329  -0.497
C  2.977  -0.940  0.324
C  4.350  -0.682  0.221
C  5.251  -1.296  1.067
C  4.819  -2.189  2.044
C  3.466  -2.467  2.148
C  2.553  -1.859  1.299
S  0.829  -2.260  1.455
O  0.159  -1.011  1.873
O  0.740  -3.333  2.415
O  0.364  -2.611  0.095
H  1.709  -2.799  -1.390
H  4.669  -0.012  -0.567
H  6.309  -1.083  0.959
H  5.527  -2.670  2.708
H  3.090  -3.169  2.881